# 1
Here is one molecule with the formula C10H20N2 in a non-equilibrium geometry from the Open Molecules 2025 dataset. Energies are from ωB97M-V with the def2-TZVPD basis set.

The geometry in XYZ format:
```
32
C10H20N2 | the Open Molecules 2025 dataset | ωB97M-V with the def2-TZVPD basis set
C 1.69423 -0.81328 -2.67050
C 0.25762 -0.68927 -2.40931
C 0.54108 -0.74934 -0.01731
C 0.33254 -0.46264 1.53159
C 0.73268 1.03196 1.84924
C -0.22659 2.00401 0.99277
C -1.46994 1.34012 0.70861
C -1.98061 0.56676 1.84907
C -1.06445 -0.63471 2.11708
C -1.25309 0.62165 -0.70588
H 3.14541 -1.78397 -1.73309
H 1.79507 -2.82601 -1.93637
H 2.17265 0.09916 -2.37446
H 1.72709 -0.96237 -3.78118
H -0.15685 -0.10135 -3.30510
H -0.19891 -1.71387 -2.43873
H 0.29385 -1.84963 -0.21259
H 1.64996 -0.85289 0.04485
H 0.92390 -1.08586 2.19720
H 1.81767 1.29409 1.90022
H 0.33091 1.21492 2.96184
H -0.45080 2.88238 1.63861
H 0.18537 2.41353 0.00899
H -2.26455 2.05193 0.29763
H -2.07008 1.30913 2.63237
H -2.96832 0.31825 1.47225
H -0.93311 -0.70465 3.18446
H -1.64562 -1.36738 1.75916
H -2.13034 -0.04265 -0.82771
H -1.15376 1.53700 -1.38769
N 2.31860 -2.01900 -2.22978
N 0.04839 -0.02602 -1.11622
```

Summary:
Kohn-Sham gap	8.86	eV
2S+1	1
relative energy (zero: lowest compared OMol25 entry of this formula, charge and spin)	227.1	kJ/mol
SMILES string	NCCN1C[C@H]2CC[C@H](CC2)C1
LUMO	0.907	eV
energy	-502.41340	Eh
M	168.28	g mol⁻¹
max |F|	5.275	eV/Å

Löwdin atomic charge list, values in e, 4 entries: -0.325 -0.218 -0.196 -0.261



# 2
Here is C10H20NP as an isolated structure in a non-equilibrium geometry from the Open Molecules 2025 dataset. Energies are from ωB97M-V with the def2-TZVPD basis set.

The geometry in XYZ format:
```
32
C10H20NP | the Open Molecules 2025 dataset | ωB97M-V with the def2-TZVPD basis set
C -0.61324 3.84412 -0.09751
C -0.51301 2.66002 0.24735
C 1.51731 -2.15649 -0.94874
C 2.49610 2.00710 0.25457
C -1.73991 0.14220 -1.27642
C -1.99003 -1.77444 0.44191
C -2.90659 0.51914 0.95363
C 1.58007 -0.62069 -0.84492
C 2.22810 0.69741 1.03187
C -1.80882 -0.21196 0.22604
N 1.12573 -0.06858 0.40847
P -0.30804 0.51743 1.10394
H -0.35420 4.61412 -0.78511
H 2.05159 -2.57962 -0.14233
H 0.55185 -2.54276 -0.93069
H 1.94248 -2.46777 -1.99504
H 1.69725 2.75452 0.38189
H 3.42095 2.45400 0.78859
H 2.54081 1.72690 -0.85975
H -1.69929 1.25554 -1.44436
H -0.76343 -0.17359 -1.75245
H -2.66226 -0.28093 -1.69179
H -2.89098 -2.02980 -0.09215
H -2.17612 -1.91902 1.54105
H -1.14893 -2.21214 -0.03188
H -2.63313 0.46552 2.07181
H -2.87427 1.63636 0.73119
H -4.04882 0.18020 0.91088
H 2.68750 -0.36874 -0.89411
H 1.00773 -0.23060 -1.78564
H 3.04498 0.03464 1.01791
H 2.12530 1.02123 2.10092
```

Summary:
Kohn-Sham gap	9.42	eV
2S+1	1
relative energy (zero: lowest compared OMol25 entry of this formula, charge and spin)	63.4	kJ/mol
LUMO	0.785	eV
energy	-788.94270	Eh
M	185.25	g mol⁻¹
max |F|	3.245	eV/Å

Löwdin atomic charge list, values in e, 4 entries: -0.068 -0.210 -0.081 -0.110



# 3
Here is a 2-piece molecular cluster, C10H20O overall in a non-equilibrium geometry from the Open Molecules 2025 dataset. Energies are from ωB97M-V with the def2-TZVPD basis set.

The geometry in XYZ format:
```
31
C10H20O | the Open Molecules 2025 dataset | ωB97M-V with the def2-TZVPD basis set
C -0.79343 1.33815 -0.54473
C -1.51706 1.94027 0.66156
C -1.35885 -0.04097 -0.89061
C -1.44696 1.00109 1.86751
C -1.28875 -0.98016 0.31533
C -2.01238 -0.37803 1.52162
H 0.28163 1.23396 -0.30216
H -0.87764 2.01470 -1.41687
H -2.57929 2.10445 0.39671
H -1.07822 2.92372 0.91787
H -0.80673 -0.47617 -1.74572
H -2.41699 0.07196 -1.19560
H -1.99912 1.43628 2.72260
H -0.38882 0.88817 2.17254
H -0.22652 -1.14438 0.58017
H -1.72763 -1.96359 0.05902
H -1.92821 -1.05459 2.39376
H -3.08742 -0.27382 1.27902
O 1.74903 -0.10580 0.67884
C 1.89845 -1.48575 0.35966
C 2.33631 0.57304 -0.42694
C 1.55722 -1.60137 -1.13163
C 1.85879 -0.18322 -1.67345
H 2.93998 -1.80605 0.55479
H 1.23642 -2.06686 1.03008
H 2.02354 1.63407 -0.38390
H 3.43973 0.54376 -0.34302
H 2.15631 -2.38702 -1.63093
H 0.48845 -1.85557 -1.26784
H 0.94332 0.28361 -2.08507
H 2.62475 -0.18395 -2.47266
```

Summary:
Kohn-Sham gap	11.03	eV
2S+1	1
relative energy (zero: lowest compared OMol25 entry of this formula, charge and spin)	25.4	kJ/mol
SMILES string	C1CCCCC1.C1CCOC1
LUMO	1.068	eV
energy	-468.23981	Eh
M	156.27	g mol⁻¹
max |F|	1.128	eV/Å

Löwdin atomic charge list, values in e, 4 entries: -0.213 -0.204 -0.200 -0.211



# 4
Here is C10H20O20S5 as an isolated structure in a non-equilibrium geometry from the Open Molecules 2025 dataset. Energies are from ωB97M-V with the def2-TZVPD basis set.

The geometry in XYZ format:
```
55
C10H20O20S5 | the Open Molecules 2025 dataset | ωB97M-V with the def2-TZVPD basis set
C 0.64694 -0.79587 0.74076
C 1.41445 0.55624 0.59448
O 0.62651 1.47122 -0.11132
S -0.72692 0.80475 -0.86337
O -0.47500 0.23985 -2.22995
O -1.96348 1.57747 -0.63209
O -0.67618 -0.41676 0.33757
H 0.60911 -1.20753 1.74932
H 0.90157 -1.58123 0.02909
H 2.33590 0.29922 0.07202
H 1.72096 1.03736 1.52329
C 5.93517 1.55628 4.60012
C 7.23677 2.04467 3.79546
O 6.97278 1.72107 2.49592
S 5.65081 0.69597 2.32524
O 5.99706 -0.53625 1.54568
O 4.51650 1.59066 1.96457
O 5.60987 0.37287 3.96362
H 5.05446 2.18028 4.44828
H 6.09555 1.49744 5.67665
H 8.20851 1.56934 3.92916
H 7.37896 3.10416 4.00844
C -2.78296 -3.48021 -0.17452
C -3.26270 -2.43724 -1.25605
O -2.55502 -2.83494 -2.28392
S -2.56244 -4.42913 -2.52015
O -1.30056 -4.86370 -3.10356
O -3.86762 -4.79821 -3.07324
O -2.60443 -4.71390 -0.89808
H -3.54780 -3.57769 0.59594
H -1.87713 -3.06430 0.26660
H -2.98639 -1.39618 -1.08886
H -4.25126 -2.52373 -1.70700
C -3.22103 -0.47072 -5.27506
C -2.00160 0.44785 -5.52586
O -2.44884 1.19707 -6.60392
S -3.36183 0.25281 -7.58671
O -2.55840 -0.38647 -8.64037
O -4.47110 1.13809 -8.09850
O -3.85027 -0.79070 -6.45313
H -3.84724 0.15593 -4.64003
H -2.87090 -1.32195 -4.69118
H -1.15767 -0.20608 -5.74554
H -1.61047 1.12309 -4.76482
C -1.61433 0.80340 3.67567
C -1.92690 2.18998 4.24580
O -0.71174 2.72918 4.81702
S 0.59563 2.19844 3.97738
O 1.80522 1.97140 4.84693
O 0.66969 2.90337 2.71114
O -0.17524 0.74508 3.78852
H -1.87199 0.69559 2.62206
H -1.96830 -0.08776 4.19396
H -2.70352 2.19714 5.01060
H -2.17123 2.85333 3.41612
```

Summary:
Kohn-Sham gap	10.77	eV
2S+1	1
relative energy (zero: lowest compared OMol25 entry of this formula, charge and spin)	450.0	kJ/mol
LUMO	-0.118	eV
energy	-3888.49382	Eh
M	620.59	g mol⁻¹
max |F|	7.713	eV/Å

Löwdin atomic charge list, values in e, 4 entries: -0.137 -0.186 -0.195 0.811



# 5
Here is one molecule with the formula C10H20O3Si in a non-equilibrium geometry from the Open Molecules 2025 dataset. Energies are from ωB97M-V with the def2-TZVPD basis set.

The geometry in XYZ format:
```
34
C10H20O3Si | the Open Molecules 2025 dataset | ωB97M-V with the def2-TZVPD basis set
O -0.03992 0.05221 3.11858
O 1.81182 0.19299 1.72087
O -0.49253 -0.69038 -3.34113
C 0.74763 0.71922 2.50500
C 0.98166 2.65446 3.99473
C 0.89469 2.19252 2.73732
C -0.90230 -1.76695 -4.10921
C 1.02082 3.10294 1.54666
C 1.68450 -1.22111 1.53195
C 0.57159 -1.54406 0.62445
C -2.02714 -1.96794 -1.38375
C -1.60163 0.96018 -1.39717
C 0.76947 -0.88555 -0.74263
Si -0.81808 -0.69100 -1.74510
H 0.88339 2.19065 4.96598
H 1.35458 3.68831 4.12807
H -0.36353 -2.66787 -3.78869
H -0.46743 -1.44519 -5.06824
H -2.00030 -1.79640 -4.14855
H 0.98008 2.54610 0.63998
H 1.96620 3.64051 1.52519
H 0.27628 3.87981 1.55961
H 2.64194 -1.57594 1.24333
H 1.40219 -1.59843 2.52691
H -0.39096 -1.13550 1.09013
H 0.50863 -2.64194 0.44420
H -2.65693 -2.11403 -2.30338
H -2.61235 -1.68076 -0.53314
H -1.62140 -2.97254 -1.21026
H -2.62261 1.04639 -1.88331
H -0.92283 1.59283 -1.98500
H -1.62984 1.39656 -0.37136
H 1.38525 -1.50524 -1.30802
H 1.28906 0.04513 -0.58403
```

Summary:
Kohn-Sham gap	10.43	eV
2S+1	1
relative energy (zero: lowest compared OMol25 entry of this formula, charge and spin)	85.4	kJ/mol
SMILES string	C=C(C)C(=O)OCCC[Si](C)(C)OC
LUMO	0.835	eV
energy	-908.24513	Eh
M	216.35	g mol⁻¹
max |F|	2.492	eV/Å

Löwdin atomic charge list, values in e, 4 entries: 0.118 -0.023 -0.250 -0.406



# 6
Here is a 2-piece molecular cluster, C10H21B2F2N2O7PS overall in a non-equilibrium geometry from the Open Molecules 2025 dataset. Energies are from ωB97M-V with the def2-TZVPD basis set.

The geometry in XYZ format:
```
46
C10H21B2F2N2O7PS | the Open Molecules 2025 dataset | ωB97M-V with the def2-TZVPD basis set
C 1.94968 -3.85421 0.07749
C 2.04290 -2.90982 -1.29972
C 1.53925 -1.41697 -0.85014
C 0.19435 -0.87231 -1.61006
C -1.02772 -1.95573 -1.73692
C -2.22110 -1.79695 -0.62428
P -3.62372 -3.12107 -0.79152
O -4.90655 -2.52497 -1.83717
O -4.28298 -3.52362 0.80718
S -3.01740 -4.81108 -1.55760
C -2.85972 -0.26927 -0.85704
N -1.75598 0.71875 -1.21579
C -0.39534 0.36816 -0.65536
B 0.62599 1.69874 -0.67438
N 1.50926 1.91912 0.57781
O 0.74388 2.61819 -1.82673
H 1.57838 -4.94093 -0.14711
H 3.01506 -3.78916 0.56677
H 1.17396 -3.39267 0.85877
H 1.41284 -3.39310 -2.18060
H 3.17103 -2.96367 -1.65156
H 2.42755 -0.66968 -1.12902
H 1.40257 -1.28507 0.32744
H 0.43024 -0.42820 -2.68933
H -0.70423 -3.07989 -1.74480
H -1.53710 -1.75801 -2.79854
H -1.85602 -1.80442 0.49634
H -4.90578 -3.02942 -2.72403
H -3.71208 -3.04127 1.48331
H -3.60276 -0.26490 -1.79126
H -3.49208 0.07789 0.09416
H -2.05673 1.70236 -0.95821
H -1.65208 0.71037 -2.27333
H -0.41803 0.02429 0.47796
H 1.53319 0.98409 1.08596
H 0.97542 2.54059 1.24201
H 0.76079 2.10364 -2.69873
B 1.95748 6.14427 3.28344
O 3.35346 5.76499 3.52653
C 3.40425 4.42606 3.53453
O 4.42490 3.78087 3.71162
C 2.09099 3.88809 3.30540
O 1.79744 2.70470 3.25330
O 1.21184 4.88779 3.15290
F 1.85518 6.91716 2.05536
F 1.44554 6.91628 4.40496
```

Summary:
Kohn-Sham gap	7.15	eV
2S+1	1
LUMO	-1.809	eV
energy	-2018.93138	Eh
M	403.95	g mol⁻¹
max |F|	4.927	eV/Å

Löwdin atomic charge list, values in e, 4 entries: -0.133 -0.226 -0.171 -0.216



Record-wise HOMO energy values, in eV: -7.9561; -8.6319; -9.9596; -10.8863; -9.5988; -8.9627